{"formula": "C6H12O", "method": "ωB97M-V/def2-TZVPD", "species": ["C", "C", "C", "C", "C", "C", "H", "H", "H", "H", "H", "H", "H", "H", "H", "H", "O", "H", "H"], "xyz": [[-0.51, -1.86, 1.67], [0.38, -1.62, 0.71], [1.01, -2.59, -0.28], [0.60, -0.18, 0.53], [1.24, 0.37, -0.55], [1.42, 1.83, -0.67], [-0.48, -2.60, 2.43], [-1.42, -1.22, 1.77], [2.10, -2.40, -0.37], [0.91, -3.49, 0.07], [0.55, -2.64, -1.35], [0.27, 0.55, 1.44], [1.39, -0.26, -1.41], [2.29, 2.04, -0.09], [0.56, 2.42, -0.30], [1.70, 2.25, -1.71], [-4.38, 3.01, -0.60], [-3.54, 2.68, -0.15], [-4.09, 3.70, -1.17]], "de_lowest_kj_mol": 344.48, "smiles": "C=C(C)/C=C/C.O"}